ORCA calculation (ωB97M-V with the def2-TZVPD basis set) on a molecular structure, C49H54Cl2GaN5O4P2Si2 at a distorted geometry.

CARTESIAN COORDINATES (ANGSTROEM)
H: -0.65 5.77 -0.33
C: -3.95 -5.02 -0.31
N: -2.16 1.73 0.69
H: -1.47 -1.72 -2.67
C: 3.67 -3.17 3.48
H: 3.73 0.20 3.25
H: 2.94 -2.70 -0.02
H: -4.11 4.43 -0.64
C: -2.58 4.93 1.56
H: 0.66 2.15 -1.59
H: -3.41 -1.44 2.28
C: -0.77 -2.49 -2.98
C: 2.47 1.12 -1.97
P: 1.13 0.36 2.03
H: 0.68 -2.51 2.02
C: 5.97 -0.38 0.50
C: 0.85 3.88 3.91
H: -1.01 -0.02 -4.68
H: -3.00 5.74 -1.09
C: 4.14 -1.88 3.61
H: 4.62 1.82 -4.49
H: 0.00 4.47 0.69
H: -1.96 4.60 2.39
C: -4.29 0.02 -5.57
C: 1.36 3.69 5.18
H: 2.04 0.39 5.01
C: -2.77 -1.73 3.10
H: 3.23 -1.83 -3.04
N: -0.41 -0.16 1.92
C: -2.60 0.84 -3.52
C: 1.78 2.44 5.57
C: 2.43 -3.41 2.91
C: 2.10 -1.05 2.65
C: 5.01 -2.57 0.56
H: 4.29 -4.00 3.81
H: 0.45 -1.71 4.67
H: -1.09 -1.76 5.49
C: 2.23 -1.88 -3.46
H: 4.65 1.20 -0.10
C: 1.75 1.26 0.71
H: -4.37 1.62 -2.59
C: 1.65 -2.35 2.49
C: 1.37 -3.99 -1.41
O: -1.51 2.54 -2.30
C: 3.68 -0.70 -0.17
C: -2.62 -2.94 -0.08
H: 1.08 -4.08 -0.37
H: 4.35 0.28 -2.59
C: -2.12 4.29 0.25
O: -1.27 0.43 -1.61
H: 0.50 4.87 3.60
N: 0.95 -1.04 -0.85
H: -6.02 -4.82 -0.86
C: 4.77 0.13 0.05
H: 2.07 -4.42 2.80
H: 2.92 3.54 -4.96
Cl: -3.77 -0.54 -0.34
H: -5.86 0.89 -4.43
C: -1.71 1.33 -2.38
H: -3.38 -1.80 3.99
H: 2.04 -0.94 -3.97
C: -3.85 -2.27 -0.37
C: 3.80 -2.06 0.11
Si: -1.36 -0.47 3.35
H: -1.20 -3.44 -2.70
C: 1.71 1.37 4.70
P: 2.07 0.08 -0.51
H: -0.13 -0.30 5.53
C: 3.74 1.90 -3.86
O: -1.21 -1.23 -6.79
C: -2.78 -4.36 -0.03
H: -5.92 -2.33 -0.84
H: -2.84 1.57 3.23
C: 6.10 -1.74 0.75
C: 3.37 -0.82 3.18
H: 0.41 2.92 2.02
N: -2.41 -0.94 -6.75
C: -2.07 0.17 -4.61
H: 5.09 -3.63 0.77
H: 2.17 2.29 6.57
H: -0.39 4.15 -1.01
C: -5.10 -4.30 -0.63
C: 2.79 2.86 -4.12
H: -2.40 -2.73 2.87
C: 0.79 2.82 3.03
H: -3.61 4.67 1.77
C: -2.92 -0.25 -5.64
H: -3.98 -6.10 -0.26
C: -3.97 1.10 -3.45
H: 5.12 -1.69 4.04
H: 0.82 -4.76 -1.95
Ga: -0.88 -0.65 -0.01
C: -2.13 2.85 0.44
C: -0.43 -1.13 4.90
C: -2.16 1.16 3.97
H: -4.92 -0.32 -6.38
O: -3.20 -1.22 -7.67
H: -0.68 -2.46 -4.06
H: 0.92 3.72 -3.49
Si: 0.92 -2.25 -2.12
C: -0.69 4.70 -0.12
Cl: -1.40 -5.30 0.43
C: 1.52 2.10 -2.24
H: 1.43 4.53 5.87
C: 3.59 1.03 -2.79
H: 2.43 -4.21 -1.51
C: 1.67 2.97 -3.30
H: 6.82 0.27 0.66
H: 7.03 -2.15 1.11
H: -1.42 1.92 4.19
N: -1.46 -2.39 0.15
C: -4.80 0.69 -4.48
C: -3.08 4.67 -0.89
C: -5.04 -2.91 -0.63
H: -2.80 4.12 -1.79
H: -2.51 6.02 1.49
H: -2.72 0.98 4.88
C: 1.24 1.56 3.41
H: 2.22 -2.66 -4.21

The value obtained for the HOMO energy is -1.28 eV. The net charge is -2. The value obtained for the energy relative to the best compared isomer or geometry (same formula, charge and spin) is 22.5 kcal per mole. The LUMO energy is 3.198 eV.

***

ORCA calculation (ωB97M-V with the def2-TZVPD basis set) on a molecular structure, C49H56BiBrIN4O2PSSe2Te at a distorted geometry.

CARTESIAN COORDINATES (ANGSTROEM)
C: 6.28 2.63 -2.50
H: -5.95 -1.22 -4.87
H: -0.56 6.14 -0.67
H: 7.23 2.25 -2.86
H: -2.02 7.75 0.55
C: -2.16 -0.80 -3.15
N: -0.52 2.20 3.00
H: 3.19 0.96 7.28
H: 2.47 -0.51 3.33
C: -3.64 4.88 1.21
C: 2.51 0.55 6.54
O: -0.14 0.27 -2.58
H: 1.57 -5.51 4.57
Se: -2.92 0.90 1.29
C: -1.09 0.56 -4.80
H: 1.62 -3.19 3.73
H: 2.22 2.17 1.44
H: 6.98 5.95 -2.48
C: 0.31 -0.17 5.90
C: -3.38 6.22 1.23
C: 0.13 1.31 -5.34
H: -4.03 6.90 1.76
H: -3.98 -1.78 -3.63
C: 0.46 2.54 -4.47
C: 2.98 0.24 5.27
H: -0.22 0.99 -7.46
C: 5.23 1.74 -2.33
C: 4.03 -2.31 0.88
C: 2.56 4.15 -1.09
N: 0.22 1.84 1.95
Se: 0.55 -1.36 1.53
H: 0.83 2.35 -7.08
C: -0.07 1.81 -6.77
C: 2.11 -0.28 4.32
C: 3.99 2.21 -1.85
C: 4.89 -0.23 1.68
H: 7.97 4.86 -1.52
H: 5.46 0.35 2.38
C: 4.28 0.38 0.61
H: -0.39 3.22 -4.43
H: -3.21 -2.59 -7.02
H: 0.80 0.57 7.85
H: -0.73 -0.33 6.15
C: 0.18 2.94 3.87
O: 1.43 -1.71 -1.32
H: -5.44 0.97 -6.06
H: -4.20 1.04 -7.31
C: 0.66 -4.92 4.57
S: -0.80 3.30 -0.97
H: 1.46 -0.08 -4.35
H: 4.53 -0.20 -2.93
H: 2.24 0.89 -5.61
H: 3.89 -3.37 0.96
C: -3.67 -1.68 -7.42
C: 3.85 3.58 -1.58
N: -2.84 4.04 0.55
C: -1.66 -3.40 4.57
H: -5.69 0.15 -7.61
H: 1.16 -0.46 -6.05
C: -1.68 -4.70 5.05
H: 4.02 0.40 5.03
H: -0.54 -6.47 5.43
H: 6.17 0.18 -3.47
C: 1.18 0.34 6.86
H: -2.17 0.65 -6.63
Br: -2.09 -1.74 -1.46
H: -2.91 -1.09 -7.92
H: -1.49 1.87 3.02
H: 2.55 -3.41 -0.96
Te: 2.31 0.84 -1.67
C: -3.25 -0.55 -5.25
H: -2.61 -5.12 5.42
H: -6.19 -1.95 -6.46
I: 3.07 4.11 4.12
C: -1.08 0.05 -3.47
H: -4.42 -1.97 -8.16
C: 3.45 -1.63 -0.18
P: -0.53 -1.12 3.48
H: 4.80 5.50 -1.57
H: 3.21 -2.29 -2.19
H: 0.85 -2.11 -1.98
C: -1.74 4.43 -0.14
C: -2.17 0.26 -5.62
C: -5.45 -1.73 -5.68
C: -3.21 -1.10 -3.99
H: 0.69 2.24 -3.45
H: -5.07 -2.69 -5.32
C: -4.33 -0.88 -6.28
C: -2.25 6.69 0.54
C: 6.16 3.98 -2.23
C: -0.47 -2.85 4.09
C: 4.93 4.44 -1.78
H: 7.91 4.66 -3.27
C: -0.52 -5.46 5.05
H: -3.04 3.02 0.60
H: 5.88 -0.23 -1.78
H: -0.91 2.51 -6.83
C: 5.46 0.29 -2.65
C: 0.69 -3.62 4.10
C: 4.74 -1.61 1.83
H: 2.70 5.14 -0.65
C: -4.95 0.40 -6.85
H: 5.18 -2.11 2.68
C: 1.42 2.34 2.14
C: -1.44 5.81 -0.13
H: 1.32 3.06 -4.88
H: 2.10 3.50 -0.35
C: 2.67 -2.36 -1.24
C: 7.32 4.92 -2.39
C: 0.77 -0.48 4.63
Bi: -0.78 0.50 0.02
H: -2.55 -2.79 4.56
H: -0.23 3.32 4.78
H: 1.84 4.25 -1.91
C: 1.32 0.35 -5.34
N: 3.55 -0.29 -0.29
C: 1.45 3.06 3.34
H: -4.48 4.43 1.73
H: 4.38 1.45 0.44

The value obtained for the HOMO energy is -6.63 eV. The net charge is 0. The value obtained for the energy relative to the best compared isomer or geometry (same formula, charge and spin) is 65.2 kcal per mole. The LUMO energy is -0.858 eV.

***

ORCA calculation (ωB97M-V with the def2-TZVPD basis set) on 11 unconnected molecules or ions with the total composition C49H56F40O23 at a distorted geometry.

CARTESIAN COORDINATES (ANGSTROEM)
H: 7.52 12.71 13.99
F: 10.03 21.84 14.99
C: 8.53 9.36 9.38
C: 12.91 17.20 8.28
H: 0.54 13.44 14.24
H: 9.14 23.27 12.17
C: 3.04 20.03 11.56
H: 9.50 9.13 8.92
C: 7.41 12.54 15.06
O: 11.64 21.02 16.38
F: 5.25 15.36 8.04
F: 7.82 16.72 3.94
H: 11.51 18.75 9.18
F: 5.50 16.84 5.59
C: 7.33 16.91 12.46
O: 10.45 14.72 9.03
F: 9.25 23.66 17.25
H: 11.97 17.70 6.39
H: 7.63 14.98 8.54
C: 0.35 15.13 12.62
H: 7.41 21.34 14.19
O: 9.35 20.48 10.37
F: 0.81 15.12 15.02
C: 6.15 16.35 7.94
F: 13.38 17.35 16.72
C: 12.83 18.06 6.96
H: 10.30 22.04 12.39
H: 8.27 20.63 11.88
C: 7.59 15.74 7.77
H: 5.43 18.80 16.01
C: 5.54 21.53 17.34
C: 8.82 18.47 12.95
F: 11.21 23.90 16.23
C: 5.62 20.74 15.15
H: 14.07 12.71 10.84
C: 8.76 16.41 12.18
F: 4.93 12.55 11.92
O: 14.19 16.11 12.85
O: 7.50 8.94 8.42
H: 7.88 10.79 11.79
H: 5.98 22.27 13.71
H: 4.14 12.88 10.14
O: 9.31 19.47 13.44
O: 9.18 19.26 8.51
O: 5.40 9.52 7.91
O: 12.80 14.39 12.89
C: 8.72 20.18 9.26
C: 13.00 12.99 12.84
H: 6.80 16.47 13.30
H: 6.66 16.71 11.62
F: 1.21 24.39 12.74
F: -1.15 14.32 14.40
C: 12.02 17.27 16.96
H: 2.90 14.00 13.12
C: 14.18 12.82 11.92
F: 6.05 17.10 9.04
H: 13.93 17.22 8.66
O: 5.39 21.82 16.01
H: 11.60 11.37 12.09
F: 4.26 18.09 11.98
F: 2.87 12.45 15.43
O: 5.29 22.34 18.23
C: 10.43 23.05 17.01
F: 3.15 20.40 12.86
C: 13.96 14.93 12.64
H: 7.55 22.90 9.91
F: 10.44 18.75 17.99
O: 1.67 15.41 12.21
H: 6.29 20.72 12.97
C: 1.97 10.32 16.19
C: 11.22 15.69 9.04
F: -0.25 14.40 11.57
C: 10.35 21.67 16.30
C: 6.07 19.66 16.17
H: 11.98 16.59 17.81
C: 4.68 13.45 10.89
H: 9.47 11.26 11.18
H: 8.88 16.06 11.15
C: 8.67 15.75 4.20
C: 11.64 18.72 17.39
C: 3.09 18.50 11.49
C: 6.56 11.30 15.19
H: 10.24 22.88 10.92
H: 14.76 11.99 12.30
C: 5.69 17.34 6.80
O: 14.82 14.05 12.15
C: 8.11 10.75 9.60
C: 9.59 22.42 11.66
F: 9.55 16.89 6.08
H: 8.47 8.75 10.28
H: 8.59 11.41 8.88
C: 1.64 21.95 10.96
H: 11.94 12.51 10.88
H: 2.03 13.53 11.72
H: 13.16 12.51 13.81
H: 7.90 12.29 11.08
F: 6.95 13.68 15.39
C: 6.45 9.73 8.49
F: 8.65 12.48 15.59
C: 0.15 14.44 14.05
H: 10.12 15.09 13.27
H: 7.10 19.31 16.04
F: 9.47 20.86 16.81
C: 11.57 19.62 16.10
F: -0.55 22.53 10.42
H: 10.89 13.00 12.17
O: 5.26 11.54 14.67
F: 12.54 19.22 18.29
H: 1.54 9.80 15.34
H: 8.50 15.26 14.00
C: 4.23 10.61 14.94
H: 3.85 10.31 13.97
C: 9.03 15.69 5.72
H: 8.44 16.37 8.02
H: -0.44 24.78 11.90
C: 8.61 21.37 11.15
C: 12.09 17.86 9.45
F: 7.12 10.31 14.42
C: 3.23 11.23 15.88
F: 6.36 10.96 16.47
H: 2.24 18.18 12.09
F: -0.13 22.02 12.42
H: 6.54 21.64 10.76
F: 5.82 13.72 10.28
F: 0.99 11.01 16.92
H: 13.66 17.86 6.29
H: 10.70 19.19 15.60
H: 1.83 22.22 9.92
F: 8.12 14.66 3.71
F: 3.61 15.36 10.27
C: 2.61 14.36 12.13
F: 6.35 18.55 6.71
C: 3.87 14.68 11.36
H: 8.68 14.25 12.66
C: 9.06 15.19 13.06
O: 11.16 16.80 9.88
H: 4.68 9.71 15.37
C: 11.80 12.43 11.96
O: 12.21 15.90 8.14
C: 8.40 11.33 11.00
O: 7.92 15.21 6.48
O: 7.62 21.02 9.09
H: 10.86 22.99 18.01
H: 12.50 19.50 15.55
H: 12.77 17.96 10.30
H: 4.69 17.61 7.13
C: 0.46 24.22 11.67
F: 10.10 15.00 5.83
F: 11.29 16.85 15.92
F: 4.10 20.45 10.87
C: 7.48 21.87 10.26
F: 4.53 15.50 12.24
O: 9.54 17.37 12.78
H: 9.53 15.90 3.54
F: -0.20 16.29 12.60
H: 4.62 20.49 14.79
H: 12.84 19.15 7.03
C: 6.36 21.27 13.91
F: 2.95 18.04 10.25
F: 1.07 24.76 10.68
O: 1.75 20.52 11.17
F: 3.87 11.41 17.07
O: 7.54 18.25 12.68
C: 0.32 22.67 11.38
O: 5.85 20.26 17.46
F: 2.36 9.28 17.01
O: 6.74 10.70 9.37
H: 2.42 22.43 11.56

The value obtained for the HOMO energy (spin up / spin down) is -12.29 / -12.29 eV. The net charge is +1. As for the multiplicity: 2. The LUMO energy (spin up / spin down) is -3.851 / -9.826 eV.

***

Listing DFT total energy for the structures above in their given order: -6581.3644; -11167.0530; -7625.4178 hartree.